(1)
Molecular formula: C2H5IN4
Method: DFT, ωB97M-V with the def2-TZVPD basis set

Cartesian coordinates (Å):
H (0.8675, -1.6397, 0.7061)
H (-3.8855, 2.1595, 0.4133)
H (1.5746, -0.8669, -0.8420)
N (-2.2177, 1.5392, -0.2919)
N (0.1398, 0.1241, 0.1523)
N (-2.9980, 2.4687, 0.2494)
H (0.6774, 1.0418, -1.6690)
I (-3.0439, -0.6798, -0.3957)
H (2.1896, -0.3131, 0.6865)
N (-1.1317, 1.7979, -0.8315)
C (1.2301, -0.7444, 0.1803)
C (-0.0221, 0.9789, -0.8522)

Values from the calculation:
HOMO energy (spin up / spin down) = -9.1 / -9.1 eV
LUMO level (spin up / spin down) = -2.0 / -2.0 eV
total charge = 0
E_tot = -16211.48579 eV

(2)
Molecular formula: C2H5INO
Method: DFT, ωB97M-V with the def2-TZVPD basis set

Cartesian coordinates (Å):
C (1.3889, 0.1245, -0.4452)
H (-0.1655, -0.8189, 1.4511)
H (1.7731, 0.7158, -1.2764)
N (-0.6838, -0.2843, 0.7687)
O (-0.7387, 1.0320, -1.1124)
H (1.4416, -0.9221, -0.7453)
C (-0.1061, 0.3701, -0.2432)
H (1.9461, 0.0961, 0.4912)
I (-3.1662, -0.0799, 0.2615)
H (-1.6892, -0.2334, 0.8500)

Values from the calculation:
HOMO energy = -2.8 eV
LUMO level = 3.7 eV
total charge = -1
E_tot = -13793.34271 eV

(3)
Molecular formula: C2H5INO
Method: DFT, ωB97M-V with the def2-TZVPD basis set

Cartesian coordinates (Å):
I (4.4236, 0.0044, 0.0262)
H (-0.2204, 1.3250, -0.5028)
H (-1.1722, -0.0497, -0.4052)
C (2.6493, 1.0075, -0.0470)
N (-0.3727, 0.4463, 0.0190)
H (1.0021, -0.9903, 0.8468)
C (0.8305, -0.3786, -0.0217)
H (1.0051, -0.8604, -0.9670)
O (2.3022, 2.1183, -0.1103)
H (-0.6150, 0.6848, 0.9891)

Values from the calculation:
HOMO energy (spin up / spin down) = -13.3 / -13.3 eV
LUMO level (spin up / spin down) = -4.6 / -4.6 eV
total charge = +1
E_tot = -13783.92191 eV

(4)
Molecular formula: C2H5INO
Method: DFT, ωB97M-V with the def2-TZVPD basis set

Cartesian coordinates (Å):
H (1.9262, -0.2620, -0.4655)
H (1.2138, 1.1617, -0.1030)
N (1.2519, 0.1816, 0.0666)
O (-1.0598, 1.7047, -0.1067)
H (-0.3073, -1.1027, 0.8582)
C (-0.0516, -0.5775, -0.0631)
H (0.0444, -1.3279, -0.8827)
C (-1.2605, 0.4917, -0.1711)
H (1.4627, 0.0466, 0.9911)
I (-3.2199, -0.3161, -0.1238)

Values from the calculation:
HOMO energy = -14.0 eV
SMILES = [NH3+]CC(=O)I
LUMO level = -4.0 eV
total charge = +1
E_tot = -13785.45911 eV

(5)
Molecular formula: C2H5IOS
Method: DFT, ωB97M-V with the def2-TZVPD basis set

Cartesian coordinates (Å):
C (-0.9887, -0.1531, 0.4374)
C (-0.8680, 1.3083, 0.4117)
O (2.1000, -1.6390, -0.9867)
H (1.8891, -0.6977, -0.9272)
H (-0.5823, 1.6605, 1.4642)
I (0.3242, -0.8545, 2.0760)
H (1.3765, -2.0044, -1.5367)
S (-1.4964, -1.0061, -0.8125)
H (-1.7826, 1.8982, 0.1122)
H (0.0283, 1.4878, -0.2384)

Values from the calculation:
HOMO energy = -9.2 eV
SMILES = CC(=S)I.O
LUMO level = -1.0 eV
total charge = 0
E_tot = -23137.24713 eV

(6)
Molecular formula: C2H5ISi
Method: DFT, ωB97M-V with the def2-TZVPD basis set

Cartesian coordinates (Å):
H (1.1010, 0.6469, 1.3055)
I (-3.1313, 0.2744, -0.0149)
H (-0.1643, 1.6772, 0.4399)
C (0.7339, -0.0858, -0.7366)
Si (-0.5595, -0.9239, 0.3099)
H (0.3999, 0.4936, -1.6227)
H (1.7519, -0.4257, -0.5717)
H (-0.4422, -2.3861, 0.3174)
C (0.3106, 0.7294, 0.5733)

Values from the calculation:
HOMO energy = -8.9 eV
SMILES = I[SiH]1CC1
LUMO level = -0.5 eV
total charge = 0
E_tot = -18131.51167 eV

(7)
Molecular formula: C2H5ISi
Method: DFT, ωB97M-V with the def2-TZVPD basis set

Cartesian coordinates (Å):
H (-1.3100, -2.2551, 0.4125)
H (1.1222, -0.1236, -0.8934)
H (0.6852, -0.1090, 1.2931)
H (-0.2240, 1.0712, -1.6098)
Si (-1.2255, -0.8528, -0.0492)
C (-0.1291, 0.4036, 0.7903)
I (-3.5070, 0.1081, -0.0225)
C (0.0406, 0.2799, -0.7810)
H (-0.3260, 1.3220, 1.2684)

Values from the calculation:
HOMO energy = -8.9 eV
SMILES = I[SiH]1CC1
LUMO level = 0.5 eV
total charge = 0
E_tot = -18132.38848 eV

(8)
Molecular formula: C2H5InO
Method: DFT, ωB97M-V with the def2-TZVPD basis set

Cartesian coordinates (Å):
O (8.4598, 24.2243, 1.4812)
H (5.3298, 24.5397, 0.4253)
H (6.5502, 24.8140, 2.3283)
H (6.7469, 24.0279, -0.5945)
H (6.1198, 23.0029, 0.5572)
In (9.5777, 23.3895, 2.3693)
H (7.3001, 25.8402, 1.0994)
C (6.3108, 24.0650, 0.4038)
C (7.1550, 24.8090, 1.4215)

Values from the calculation:
HOMO energy = -20.8 eV
LUMO level = -15.6 eV
total charge = +2
E_tot = -9349.62746 eV